No. 1
Below is a cluster of 2 separate species, C6H11N3O3 in total at a distorted geometry, with properties calculated with ωB97M-V/def2-TZVPD.

Summary:
LUMO	0.277	eV
energy relative to the best compared isomer or geometry (same formula, charge and spin)	406.73	kJ/mol
structure (SMILES)	C[C@H](C=O)CO.Oc1cnn[nH]1
DFT total energy	-625.0970	Eh

CARTESIAN COORDINATES (ANGSTROEM)
C 0.98573 1.38199 -0.17567
C 1.78095 0.08619 -0.29126
C 1.22558 -0.99893 0.60637
O 0.17764 -0.91215 1.20358
C 3.27188 0.28886 0.00846
O 4.03838 -0.88326 -0.19004
H -0.07961 1.20015 -0.35917
H 1.09316 1.81642 0.82590
H 1.32978 2.12396 -0.90250
H 1.70140 -0.30361 -1.32880
H 1.85388 -1.89347 0.69687
H 3.40334 0.57154 1.06240
H 3.65561 1.12385 -0.60202
H 4.07133 -1.06675 -1.15266
O -4.56919 0.85815 -0.03470
C -3.55927 -0.04062 -0.02213
C -3.38304 -1.17215 -0.78323
N -2.22015 -1.74586 -0.40884
N -1.66844 -1.06298 0.52035
N -2.47925 -0.00073 0.77322
H -4.39625 1.54453 0.62106
H -4.01385 -1.57822 -1.55342
H -2.21960 0.66307 1.48622

***

No. 2
Below is an isolated molecule of C6H11N3O3 at a distorted geometry, with properties calculated with ωB97M-V/def2-TZVPD.

Summary:
LUMO	0.482	eV
energy relative to the best compared isomer or geometry (same formula, charge and spin)	610.09	kJ/mol
structure (SMILES)	CO/[N+]([O-])=c1/[nH]cc(CO)n1C
DFT total energy	-625.0196	Eh

CARTESIAN COORDINATES (ANGSTROEM)
C -3.58413 -1.03753 0.03785
O -2.24895 -0.83751 -0.49441
N -1.80507 0.45742 -0.05537
O -2.70683 1.39145 0.09522
C -0.50936 0.71168 -0.26337
N -0.11077 1.99890 -0.12874
C 1.26633 2.02204 0.03644
C 1.67088 0.74843 -0.15794
C 3.12108 0.22528 -0.15547
O 3.24167 -0.95489 0.70750
N 0.55850 -0.03567 -0.42201
C 0.47932 -1.49591 -0.33869
H -4.30373 -1.29913 -0.73443
H -3.91351 -0.10236 0.54515
H -3.52014 -1.84390 0.77696
H -0.87535 2.49027 0.31997
H 1.87921 2.99178 0.15100
H 3.46499 0.01213 -1.14623
H 3.62656 1.06645 0.19572
H 2.95898 -0.81459 1.70109
H 0.28502 -2.14084 -1.21320
H 1.39499 -1.78141 0.20487
H -0.36971 -1.77212 0.33807

***

No. 3
Below is a cluster of 2 separate species, C6H11N3O3S in total at a distorted geometry, with properties calculated with ωB97M-V/def2-TZVPD.

Summary:
LUMO	0.674	eV
energy relative to the best compared isomer or geometry (same formula, charge and spin)	39.23	kJ/mol
DFT total energy	-1023.3039	Eh

CARTESIAN COORDINATES (ANGSTROEM)
C 2.63690 -0.06197 0.89551
C 1.60630 0.85584 1.04479
C 0.97237 -0.47998 -0.57945
C 2.93759 -1.99816 -0.70618
C -2.47713 2.62971 -0.06665
C -1.62680 0.43319 0.54789
N 2.28763 -0.90205 -0.09529
N 0.59630 0.61030 0.12768
N -2.16014 1.20748 -0.29343
O -3.21577 -1.27930 0.58987
O -0.92215 -2.18838 0.25938
O -2.01575 -0.93788 -1.53777
S -1.99249 -1.27040 -0.16154
H 3.62047 -0.20718 1.23075
H 1.58312 1.58373 1.81300
H 0.55046 -1.12283 -1.31243
H 2.26376 -2.63585 -1.18334
H 3.76808 -1.76071 -1.34402
H 3.44171 -2.65008 0.02318
H -3.53500 2.67996 -0.38322
H -2.48980 2.92286 0.99875
H -1.74262 3.27454 -0.50698
H -1.51567 0.66826 1.65077
H -2.57135 0.62889 -1.01125

***

No. 4
Below is the ion C6H11N4 with charge +1 at a distorted geometry, with properties calculated with ωB97M-V/def2-TZVPD.

Summary:
net charge	+1
LUMO (spin up / spin down)	-6.089 / -6.091	eV
energy relative to the best compared isomer or geometry (same formula, charge and spin)	651.50	kJ/mol
structure (SMILES)	C=C=[N+]=N/C=N\NC(C)C
DFT total energy	-453.7701	Eh

CARTESIAN COORDINATES (ANGSTROEM)
C -3.34069 2.18581 -0.62521
C -3.00425 0.99776 -0.31175
N -2.42524 -0.03929 -0.11327
N -2.47206 -1.21399 0.27219
C -1.48156 -1.98186 0.73021
N -0.19717 -1.79992 0.55799
N 0.39229 -0.68326 0.37166
C 1.74118 -0.67890 -0.00907
C 2.58269 -0.24647 1.21547
C 1.70041 0.45655 -1.23173
H -2.76540 3.07951 -0.25401
H -4.27719 2.32744 -1.17016
H -1.74982 -3.07730 0.90338
H -0.04704 0.33606 0.36731
H 2.21202 -1.48632 -0.47605
H 3.53916 -0.22426 0.83438
H 2.20874 0.78195 1.28597
H 2.47295 -0.73928 2.26179
H 2.59657 0.54947 -1.75777
H 1.34460 1.40384 -0.98645
H 0.96984 0.05246 -1.86492

***

No. 5
Below is the ion C6H11N4 with charge +1 at a distorted geometry, with properties calculated with ωB97M-V/def2-TZVPD.

Summary:
net charge	+1
LUMO	-4.833	eV
energy relative to the best compared isomer or geometry (same formula, charge and spin)	161.37	kJ/mol
structure (SMILES)	[NH2+]=C[C@H]1C[C@@H]2N=CNN2C1
DFT total energy	-453.9568	Eh

CARTESIAN COORDINATES (ANGSTROEM)
N 3.14866 0.08699 -0.74705
C 2.23469 -0.17423 0.14775
C 0.80722 0.00546 -0.08937
C 0.03395 -1.29863 0.20201
C -1.41940 -0.84124 0.51721
N -2.30718 -0.99821 -0.58878
C -2.66398 0.16199 -0.96616
N -2.08435 1.17958 -0.26614
N -1.35129 0.61326 0.78775
C 0.01243 1.00265 0.87918
H 2.89022 0.41667 -1.66957
H 4.12591 -0.10436 -0.58277
H 2.56505 -0.54979 1.10672
H 0.62122 0.33439 -1.11658
H 0.02635 -1.97382 -0.65088
H 0.45787 -1.81432 1.06125
H -1.80138 -1.38993 1.38213
H -3.34040 0.35875 -1.77502
H -2.46548 2.10480 -0.14544
H 0.35229 0.83237 1.90197
H 0.15762 2.04759 0.61178

***

No. 6
Below is a cluster of 2 separate species, C6H11N4 in total at a distorted geometry, with properties calculated with ωB97M-V/def2-TZVPD.

Summary:
net charge	+1
LUMO (spin up / spin down)	-2.576 / -7.371	eV
energy relative to the best compared isomer or geometry (same formula, charge and spin)	0.00	kJ/mol
DFT total energy	-453.8772	Eh
spin multiplicity	3

CARTESIAN COORDINATES (ANGSTROEM)
C 2.92337 0.89124 0.33766
C 2.02281 -0.37900 1.97275
C 1.11914 -0.16426 0.74016
C 1.84774 -0.92594 3.20434
C -2.47944 0.07387 -2.57056
C -3.51305 1.01850 -2.05507
N 1.75621 0.60140 -0.12325
N 3.17043 0.29271 1.56123
N -0.04105 -0.68653 0.58417
N -1.64248 -0.67114 -2.00056
H 3.66109 1.42390 -0.15280
H 2.49315 -0.80930 3.99524
H 0.88846 -1.26143 3.51960
H -2.61835 -0.07552 -3.64551
H -3.95882 1.64981 -2.78875
H -3.05758 1.60987 -1.29037
H -0.30091 -1.52036 1.15679
H 3.86527 0.56157 2.19541
H -4.28076 0.27218 -1.61987
H -1.34613 -1.25175 -2.66753
H -0.50913 -0.64980 -0.35307